DFT (ωB97M-V/def2-TZVPD) results for a molecular structure, C20H22AsMgNO4S4.

Summary:
Total charge: -2
E_LUMO (hartree): 0.1600
Max |F| (hartree/bohr): 0.0036
E_HOMO (eV): -1.279

Atoms and positions in Å:
Mg1 -0.19881 1.11434 2.70692
S1 -1.59659 4.96991 3.94066
As1 -1.83569 3.65171 2.30083
S2 -2.49689 1.63483 2.99223
S3 0.20388 3.13771 1.46893
S4 -3.13811 4.32517 0.74487
O1 0.11071 -0.57992 1.58066
C1 1.43508 -1.09592 1.63884
C2 2.06267 -0.56137 2.98385
O2 3.17922 -0.96919 3.27746
O3 1.34747 0.27704 3.61485
C3 1.41464 -2.61390 1.63959
C4 0.21566 -3.31227 1.60071
C5 0.21070 -4.70353 1.58891
C6 1.40154 -5.40968 1.61561
C7 2.60523 -4.71399 1.65366
C8 2.61310 -3.32922 1.66319
C9 2.20115 -0.51486 0.44670
C10 2.27049 -1.18876 -0.76654
C11 2.83508 -0.58065 -1.88060
C12 3.33095 0.71163 -1.79378
C13 3.26138 1.39257 -0.58544
C14 2.70410 0.78231 0.52714
H1 -0.32410 -0.75019 0.69065
H2 -0.71932 -2.77015 1.57396
H3 -0.73508 -5.23121 1.55677
H4 1.39602 -6.49347 1.60513
H5 3.54447 -5.25439 1.67730
H6 3.54359 -2.78161 1.70964
H7 1.85977 -2.18707 -0.84980
H8 2.86991 -1.11562 -2.82239
H9 3.75949 1.19119 -2.66589
H10 3.62264 2.40993 -0.50558
H11 2.64058 1.33328 1.45764
O4 -1.20967 -0.94389 -0.59694
C15 -1.62479 0.09652 -1.15269
C16 -2.99468 0.06949 -1.79409
C17 -3.80759 1.34555 -1.56836
C18 -3.53953 2.41262 -2.62388
C19 -2.05475 2.52360 -2.97011
C20 -1.16582 2.53208 -1.73659
N1 -0.88284 1.20170 -1.18413
H12 -3.48094 -0.79454 -1.34324
H13 -2.88362 -0.14903 -2.86172
H14 -3.57921 1.75812 -0.58093
H15 -4.87170 1.09877 -1.55683
H16 -3.88632 3.37209 -2.23428
H17 -4.10874 2.19720 -3.53672
H18 -1.88148 3.45739 -3.51072
H19 -1.74537 1.71659 -3.64445
H20 -1.59808 3.17081 -0.95997
H21 -0.18908 2.95047 -1.98334
H22 -0.09075 1.20978 -0.54775

Atomic forces in eV per Å
0.01 0.10 0.00
-0.03 -0.03 -0.03
0.11 0.13 -0.07
-0.01 -0.11 0.04
-0.13 -0.01 0.04
0.02 -0.02 0.00
-0.11 -0.01 -0.03
0.06 0.06 0.02
0.04 -0.05 -0.09
0.02 -0.01 0.04
0.01 -0.01 0.04
0.06 -0.01 -0.02
-0.02 -0.05 0.00
-0.01 0.01 0.01
0.00 0.00 -0.01
0.00 0.02 0.00
-0.02 -0.02 0.01
0.01 0.03 0.09
-0.02 0.00 -0.04
-0.01 -0.02 0.00
0.00 0.00 0.01
0.00 0.00 -0.01
0.01 -0.03 -0.01
-0.02 -0.01 0.01
0.01 0.00 0.01
0.00 0.00 0.00
0.00 0.00 0.00
0.00 0.00 0.00
0.00 0.00 0.00
0.00 0.00 0.00
0.00 0.00 0.00
0.00 0.00 0.00
0.00 0.00 -0.01
0.00 0.00 0.00
-0.07 0.08 -0.02
0.17 -0.04 -0.05
-0.04 0.00 0.05
-0.01 -0.04 0.01
0.00 0.02 -0.05
0.01 0.00 0.00
-0.01 0.01 0.04
0.00 0.03 0.01
-0.01 0.01 -0.01
0.00 -0.01 0.00
-0.01 0.00 0.02
-0.01 0.00 0.00
0.00 0.01 0.00
0.00 0.00 0.00
0.00 0.01 0.00
0.00 0.00 0.01
-0.01 -0.02 0.02
0.00 -0.02 0.00
-0.01 -0.02 -0.01

How is the electron density shared among the atoms? According to natural (NBO), the charges in e are:
1. Mg 1.69
2. S -0.80
3. As 0.97
4. S -1.00
5. S -1.03
6. S -0.85
7. O -0.84
8. C 0.08
9. C 0.79
10. O -0.70
11. O -0.87
12. C -0.04
13. C -0.20
14. C -0.22
15. C -0.24
16. C -0.25
17. C -0.13
18. C -0.05
19. C -0.15
20. C -0.24
21. C -0.23
22. C -0.21
23. C -0.18
24. H 0.52
25. H 0.24
26. H 0.20
27. H 0.19
28. H 0.20
29. H 0.23
30. H 0.21
31. H 0.20
32. H 0.20
33. H 0.21
34. H 0.24
35. O -0.72
36. C 0.70
37. C -0.49
38. C -0.43
39. C -0.40
40. C -0.41
41. C -0.26
42. N -0.59
43. H 0.23
44. H 0.20
45. H 0.27
46. H 0.20
47. H 0.23
48. H 0.17
49. H 0.21
50. H 0.18
51. H 0.28
52. H 0.20
53. H 0.43